No. 1
DFT (ωB97M-V/def2-TZVPD) results for a structure of composition C37H34N4O3S2Zn.

Each line ends with the Mulliken charge.
Element x y z (Å)
1 Zn -0.76467 1.61610 -0.40047  -0.465
2 C 3.57706 0.68584 -2.11380  -1.907
3 C 2.20031 1.29135 -1.97478  1.036
4 N 1.57935 1.30899 -0.84840  0.503
5 N 2.21701 0.68189 0.21617  -0.636
6 C 1.73952 1.02627 1.36330  0.090
7 S 0.48999 2.14634 1.72522  -0.487
8 S 2.61758 0.16266 2.68026  -0.216
9 C 1.33247 -0.04297 3.94540  -0.749
10 C 1.62413 0.69412 5.22129  0.573
11 C 1.77633 0.01360 6.42412  -0.417
12 C 2.03384 0.69638 7.60801  -0.507
13 C 2.13933 2.07789 7.60132  -0.365
14 C 1.98755 2.76808 6.40221  -0.649
15 C 1.73745 2.08544 5.22398  -0.151
16 C 1.56750 1.86833 -3.17185  0.511
17 C 2.26593 1.81782 -4.38553  -0.702
18 C 1.77946 2.33595 -5.57128  -0.982
19 C 0.52135 2.94443 -5.55693  -0.304
20 C -0.20087 3.01138 -4.39248  -0.602
21 C 0.26631 2.47572 -3.15300  0.586
22 O -0.49354 2.59796 -2.13172  -0.792
23 H 3.92969 0.34448 -1.14770  0.459
24 H 3.53889 -0.16793 -2.79473  0.222
25 H 4.27971 1.41401 -2.52442  0.519
26 H 0.40677 0.31538 3.48797  0.281
27 H 1.21853 -1.11026 4.13536  0.374
28 H 1.69064 -1.06769 6.43172  0.312
29 H 2.15143 0.14537 8.53428  0.338
30 H 2.33864 2.61599 8.52080  0.343
31 H 2.06444 3.84895 6.38750  0.363
32 H 1.61698 2.61240 4.28394  0.257
33 H 3.23802 1.34299 -4.40572  0.225
34 H 2.36009 2.26465 -6.48330  0.359
35 H 0.10688 3.36181 -6.47045  0.333
36 H -1.18291 3.46889 -4.36474  0.385
37 C -5.90713 1.71935 1.30445  -1.616
38 C -5.07603 2.95621 0.93441  2.444
39 C -4.93299 3.85108 2.17383  -1.612
40 C -5.80146 3.73896 -0.16903  -1.601
41 C -3.74428 2.53998 0.46747  -0.589
42 C -2.63273 2.20253 0.10341  0.087
43 H -6.90024 2.01331 1.66377  0.359
44 H -5.40272 1.14674 2.08338  0.388
45 H -6.02417 1.06971 0.43591  0.385
46 H -5.91711 4.16656 2.53944  0.364
47 H -4.34466 4.73751 1.93291  0.382
48 H -4.41545 3.31278 2.96852  0.387
49 H -6.79491 4.05526 0.16950  0.350
50 H -5.91274 3.11973 -1.06018  0.382
51 H -5.22464 4.62232 -0.44611  0.381
52 O -1.03393 -1.05356 1.83565  -0.668
53 C -0.57310 -1.28200 0.73475  -0.302
54 N 0.13787 -2.46258 0.45802  -0.131
55 C 0.35178 -2.58852 -0.96622  3.917
56 C -0.15246 -1.19092 -1.44588  -0.379
57 O -0.09630 -0.86185 -2.61654  -0.703
58 N -0.64239 -0.50011 -0.39688  -0.212
59 C -0.50083 -3.71483 -1.53684  -0.343
60 C -1.73055 -3.47457 -2.14192  -0.315
61 C -2.52225 -4.53273 -2.56956  -0.959
62 C -2.09946 -5.84278 -2.40016  -0.353
63 C -0.87259 -6.09155 -1.79896  -0.822
64 C -0.08113 -5.03457 -1.37610  -0.184
65 C 1.81772 -2.73419 -1.34225  -0.944
66 C 2.16889 -3.02814 -2.65873  -0.132
67 C 3.50129 -3.13997 -3.02293  -0.889
68 C 4.50151 -2.95408 -2.07534  -0.400
69 C 4.15595 -2.63439 -0.77169  -0.821
70 C 2.82071 -2.51630 -0.40574  -0.187
71 H -0.14127 -3.26631 0.99726  0.346
72 H -2.06259 -2.45547 -2.29096  0.559
73 H -3.47530 -4.32674 -3.04154  0.387
74 H -2.71955 -6.66520 -2.73689  0.365
75 H -0.52841 -7.11046 -1.66463  0.373
76 H 0.88539 -5.22799 -0.92437  0.404
77 H 1.38850 -3.15037 -3.39932  0.428
78 H 3.76038 -3.36086 -4.05191  0.355
79 H 5.54420 -3.03441 -2.36070  0.343
80 H 4.92594 -2.44759 -0.03257  0.365
81 H 2.55206 -2.22158 0.59968  0.273

Values from the calculation:
- Electronic energy: -4450.91890 Eh
- Gap between HOMO and LUMO: 5.96 eV
- Lowest unoccupied orbital energy: 4.309 eV
- Highest occupied orbital energy: -1.6548 eV
- Total charge: -2
- Energy relative to the best compared isomer or geometry (same formula, charge and spin): 0.000 eV


No. 2
DFT (ωB97M-V/def2-TZVPD) results for a cluster of 9 separate species, C65H91BN10O4 in total.

Each line ends with the Mulliken charge.
Element x y z (Å)
1 C 2.80112 0.97486 -0.50678  -1.119
2 C 1.71633 1.00981 -0.00422  -1.079
3 C 0.38800 1.04311 0.61865  0.518
4 N 0.19699 2.21721 1.49409  0.502
5 C -0.22176 1.81256 2.83282  -0.727
6 C -0.64271 2.97961 3.72838  -0.860
7 N -1.56817 2.52467 4.77794  -0.710
8 B 1.33943 3.13955 1.47418  0.426
9 C 2.49504 3.19020 2.54958  -1.095
10 O 1.37573 4.03751 0.42233  -0.443
11 C -0.74677 0.87737 -0.46323  1.183
12 C -1.95471 0.26911 0.23673  -2.748
13 O -0.15985 -0.01733 -1.40781  0.122
14 C -0.92629 -0.98259 -2.08462  -0.349
15 O -0.35411 -1.07967 -3.37864  -0.589
16 C -0.85519 -2.33907 -1.35451  -0.724
17 C -0.07114 -3.42950 -2.06918  -1.291
18 C 1.42657 -3.15515 -2.05457  0.263
19 C 2.28400 -4.36207 -2.40060  -1.621
20 C 3.77580 -3.99914 -2.37673  0.978
21 C 4.47206 -4.39784 -1.06700  -0.971
22 C 5.55012 -3.43536 -0.57294  -0.728
23 C 5.08091 -1.98371 -0.36326  0.767
24 C 6.06571 -0.94432 -0.92167  -1.381
25 C 5.95856 -0.65811 -2.42790  -0.408
26 O 7.07090 -1.09612 -3.18643  -0.518
27 C 6.92024 -2.34843 -3.82173  -0.435
28 C -1.03313 2.27519 -1.07892  2.402
29 C -2.18049 3.01335 -0.38530  -2.021
30 C -1.33676 2.25293 -2.58405  -1.581
31 C -0.08662 2.18500 -3.47591  -0.185
32 C 0.45682 3.59090 -3.71330  -1.251
33 H 3.75067 0.84125 -0.96449  0.657
34 H 0.33151 0.15496 1.25622  0.714
35 H 0.54961 1.22861 3.35672  0.322
36 H -1.09464 1.16349 2.75944  0.410
37 H 0.22187 3.42171 4.22108  0.235
38 H -1.16334 3.72223 3.12604  0.404
39 H -2.49800 2.47147 4.38086  0.323
40 H -1.31270 1.57651 5.03701  0.273
41 H 2.45038 4.12505 3.11045  0.285
42 H 3.44868 3.20586 2.01565  0.426
43 H 2.52596 2.34789 3.23644  0.267
44 H 2.29075 4.20420 0.16798  0.224
45 H -1.69471 -0.71767 0.61650  0.503
46 H -2.81348 0.14149 -0.42035  0.414
47 H -2.26407 0.87172 1.08336  0.579
48 H -1.96171 -0.66930 -2.21998  0.826
49 H -1.03304 -0.88482 -4.02917  0.412
50 H -0.32966 -2.14938 -0.41739  0.155
51 H -1.85503 -2.67431 -1.07540  0.296
52 H -0.24463 -4.36484 -1.52698  0.461
53 H -0.42218 -3.60180 -3.08600  0.314
54 H 1.66230 -2.34114 -2.74013  0.259
55 H 1.70707 -2.82691 -1.04782  0.066
56 H 2.11082 -5.14799 -1.66068  0.408
57 H 2.00557 -4.77870 -3.37014  0.399
58 H 3.90799 -2.93630 -2.57086  -0.732
59 H 4.27531 -4.51821 -3.19734  0.518
60 H 4.90345 -5.39166 -1.19500  0.322
61 H 3.71444 -4.47699 -0.28059  0.256
62 H 5.91054 -3.81451 0.38367  0.397
63 H 6.40827 -3.43606 -1.24640  0.289
64 H 5.00181 -1.80269 0.70797  0.236
65 H 4.09274 -1.81823 -0.79701  -0.460
66 H 7.08716 -1.26382 -0.71147  0.545
67 H 5.91161 -0.00781 -0.38188  0.557
68 H 5.91233 0.42171 -2.57854  0.317
69 H 5.03419 -1.07440 -2.83942  0.264
70 H 7.24070 -3.18075 -3.19125  0.215
71 H 7.54602 -2.35299 -4.70982  0.199
72 H 5.88828 -2.52073 -4.13391  0.241
73 H -0.13524 2.88278 -0.97740  -0.405
74 H -2.14744 2.92344 0.69619  0.274
75 H -3.14292 2.67291 -0.76842  0.420
76 H -2.09511 4.07462 -0.62133  0.272
77 H -1.81529 3.21270 -2.79639  0.675
78 H -2.07573 1.49369 -2.85018  0.331
79 H 0.67909 1.58524 -2.99505  0.026
80 H -0.35653 1.74440 -4.43608  0.381
81 H -0.33947 4.25533 -4.05248  0.350
82 H 1.24989 3.61837 -4.45884  0.457
83 H 0.82001 4.01020 -2.77291  0.071
84 C -2.10929 -3.12650 7.05426  -0.418
85 C -0.85457 -2.54075 6.97461  -0.660
86 C -0.63426 -1.58345 5.99611  -0.197
87 N -1.56661 -1.19309 5.12854  -0.055
88 C -2.76414 -1.76373 5.21564  -0.495
89 C -3.08567 -2.73344 6.15361  -0.551
90 H -2.31964 -3.87922 7.80333  0.396
91 H -0.06104 -2.81903 7.65456  0.409
92 H 0.33420 -1.10381 5.90136  0.382
93 H -3.49722 -1.43445 4.48670  0.788
94 H -4.07631 -3.16723 6.16931  0.399
95 C -4.72474 -4.93816 2.82918  -0.241
96 C -3.46020 -4.37459 2.77704  -0.830
97 C -3.21298 -3.38746 1.83433  0.044
98 N -4.12461 -2.94557 0.97084  -0.187
99 C -5.34064 -3.48802 1.03950  -0.513
100 C -5.68817 -4.47988 1.94602  -0.431
101 H -4.95868 -5.70678 3.55538  0.416
102 H -2.67795 -4.68251 3.45823  0.439
103 H -2.23626 -2.91713 1.77578  0.386
104 H -6.07999 -3.09594 0.35393  0.486
105 H -6.69759 -4.86798 1.95958  0.446
106 C 9.54679 -6.66621 -6.55272  -0.136
107 C 9.03306 -5.62657 -7.31079  -0.559
108 C 8.07333 -4.80477 -6.73892  -0.127
109 N 7.61472 -4.95975 -5.49940  -0.233
110 C 8.11633 -5.96310 -4.78356  0.030
111 C 9.07973 -6.83968 -5.25996  -0.713
112 H 10.29802 -7.32926 -6.96202  0.369
113 H 9.36722 -5.45263 -8.32438  0.346
114 H 7.64992 -3.97857 -7.30011  0.352
115 H 7.72511 -6.06782 -3.77697  0.333
116 H 9.45204 -7.63651 -4.63087  0.354
117 C -10.66803 -0.76569 1.49764  -0.347
118 C -9.59719 -0.79251 2.37708  -0.619
119 C -8.47559 -1.52929 2.02656  -0.221
120 N -8.37383 -2.21315 0.88965  -0.139
121 C -9.40779 -2.18004 0.05219  -0.241
122 C -10.57348 -1.47353 0.30877  -0.484
123 H -11.56194 -0.20242 1.73328  0.368
124 H -9.62472 -0.25701 3.31658  0.423
125 H -7.61418 -1.57626 2.68595  0.523
126 H -9.29515 -2.74524 -0.86678  0.363
127 H -11.38426 -1.47845 -0.40683  0.371
128 C 5.31961 -4.22156 5.54104  -0.120
129 C 4.18619 -4.35309 4.75479  -0.810
130 C 4.22398 -3.86725 3.45632  -0.113
131 N 5.29047 -3.27856 2.92077  -0.128
132 C 6.37127 -3.15818 3.68781  -0.109
133 C 6.43814 -3.61089 4.99701  -0.709
134 H 5.33130 -4.58857 6.55927  0.373
135 H 3.28940 -4.82223 5.13591  0.381
136 H 3.35706 -3.95279 2.80942  0.454
137 H 7.22602 -2.67391 3.22749  0.395
138 H 7.34546 -3.48657 5.57199  0.367
139 C -1.93027 8.60962 -0.93381  -0.317
140 C -2.72311 8.53452 -2.06841  -0.447
141 C -2.56098 7.44645 -2.91337  -0.666
142 N -1.68330 6.47058 -2.69733  -0.059
143 C -0.92530 6.55624 -1.60561  0.051
144 C -1.01161 7.59978 -0.69626  -0.765
145 H -2.02615 9.44117 -0.24759  0.395
146 H -3.45292 9.30025 -2.29510  0.495
147 H -3.16578 7.34622 -3.80892  0.576
148 H -0.21912 5.74598 -1.45393  0.316
149 H -0.37244 7.61519 0.17585  0.438
150 C -6.65737 0.79090 7.21386  -0.157
151 C -6.63584 -0.59161 7.30436  -0.527
152 C -6.55703 -1.32818 6.13224  -0.451
153 N -6.50253 -0.78018 4.92045  -0.113
154 C -6.52539 0.54906 4.84842  -0.271
155 C -6.60083 1.37590 5.95925  -0.680
156 H -6.71618 1.40160 8.10536  0.389
157 H -6.67825 -1.09183 8.26211  0.407
158 H -6.53615 -2.41259 6.16241  0.519
159 H -6.47887 0.96941 3.84918  0.489
160 H -6.61237 2.45049 5.84014  0.406
161 C -0.55004 8.99925 -7.01390  -0.612
162 C -0.44239 10.20939 -7.67932  -0.250
163 C -0.92403 11.35076 -7.05540  -0.317
164 N -1.48671 11.34898 -5.84966  -0.532
165 C -1.58318 10.17755 -5.22377  -0.221
166 C -1.13398 8.97887 -5.75708  0.141
167 H -0.18495 8.08598 -7.46597  0.389
168 H 0.00537 10.27158 -8.66178  0.366
169 H -0.85572 12.31649 -7.54439  0.353
170 H -2.04264 10.20365 -4.24203  0.355
171 H -1.23326 8.05501 -5.20394  0.321

Values from the calculation:
- Electronic energy: -3404.69362 Eh
- Gap between HOMO and LUMO: 8.77 eV
- Lowest unoccupied orbital energy: 0.418 eV
- Highest occupied orbital energy: -8.3488 eV